No. 1
Computed, not measured: a 5-piece molecular cluster, C13H36ClO6S2 overall, with ωB97M-V with the def2-TZVPD basis set.

Summary:
* strongest force on any atom: 0.0109 hartree/bohr
* energy: -60533.2049 eV
* orbital gap: 6.467 eV
* net charge: +1
* multiplicity: 1
* HOMO level: -11.94 eV

Geometry (Å):
O -2.02 1.12 -5.98
S -2.56 0.92 -4.69
O -3.86 0.37 -4.43
C -1.39 -0.16 -3.82
S -1.87 -0.77 -2.20
Cl -3.04 0.57 -1.35
H -2.42 2.06 -3.98
H -1.35 -1.05 -4.47
H -0.38 0.25 -3.77
H -2.83 -1.62 -2.63
C 1.99 -0.15 -7.62
C 1.38 0.70 -6.52
C 2.30 1.82 -6.06
O 1.01 -0.13 -5.39
H 2.93 -0.61 -7.27
H 1.31 -0.94 -7.92
H 2.23 0.46 -8.49
H 0.43 1.11 -6.86
H 3.24 1.41 -5.68
H 1.83 2.41 -5.28
H 2.54 2.48 -6.90
H 1.82 -0.55 -5.08
C -0.52 0.18 1.19
C -0.55 -1.17 1.87
C -0.52 -1.04 3.38
O 0.53 -1.97 1.39
H 0.41 0.69 1.44
H -0.54 0.05 0.10
H -1.35 0.83 1.48
H -1.45 -1.72 1.58
H 0.39 -0.52 3.69
H -0.54 -2.02 3.86
H -1.38 -0.46 3.73
H 1.35 -1.54 1.67
C 3.93 0.67 0.17
C 3.59 1.24 1.54
C 4.74 2.05 2.12
O 3.18 0.20 2.43
H 4.78 0.00 0.24
H 3.08 0.11 -0.22
H 4.18 1.47 -0.53
H 2.71 1.88 1.46
H 5.62 1.41 2.25
H 4.47 2.45 3.10
H 5.01 2.87 1.47
H 3.94 -0.39 2.55
C -4.30 -1.89 5.14
C -3.44 -0.99 6.00
C -3.53 -1.33 7.48
O -3.75 0.39 5.76
H -5.35 -1.79 5.42
H -4.21 -1.63 4.09
H -4.02 -2.94 5.27
H -2.40 -1.08 5.68
H -4.56 -1.21 7.82
H -2.90 -0.67 8.06
H -3.24 -2.36 7.66
H -4.65 0.54 6.05

Atom charges from the Löwdin analysis, given in e for atoms 1 to 2: -0.275 0.632

---

No. 2
Computed, not measured: a 2-piece molecular cluster, C16H36BrP overall at a distorted geometry, with ωB97M-V with the def2-TZVPD basis set.

Summary:
* strongest force on any atom: 0.0309 hartree/bohr
* energy: -96506.1693 eV
* orbital gap: 4.679 eV
* energy above the lowest of the compared OMol25 structures with the same formula, charge and spin: 215.4 kJ/mol
* multiplicity: 1
* HOMO level: -5.20 eV

Geometry (Å):
Br -4.66 7.02 -3.78
C 3.54 0.51 3.40
C 2.65 0.96 2.24
C 1.18 0.74 2.60
C 0.12 1.22 1.57
P -0.14 0.20 0.08
C -1.47 -1.01 0.42
C -1.51 -1.54 1.86
C -0.94 -2.95 2.03
C -1.79 -3.98 1.29
C -0.63 1.37 -1.24
C -1.55 2.52 -0.79
C -1.86 3.43 -1.97
C -3.09 4.32 -1.76
C 1.35 -0.69 -0.45
C 1.17 -1.33 -1.84
C 2.20 -2.38 -2.17
C 2.02 -2.84 -3.63
H 3.32 -0.54 3.60
H 3.53 1.10 4.31
H 4.59 0.57 3.09
H 2.89 0.38 1.36
H 2.82 2.02 2.04
H 0.94 1.27 3.53
H 0.99 -0.32 2.79
H 0.37 2.26 1.33
H -0.86 1.32 2.04
H -1.40 -1.79 -0.34
H -2.41 -0.52 0.17
H -2.55 -1.54 2.18
H -1.04 -0.90 2.62
H -0.91 -3.24 3.08
H 0.09 -3.04 1.66
H -1.63 -4.05 0.22
H -2.84 -3.94 1.58
H -1.53 -4.99 1.65
H -1.17 0.77 -1.98
H 0.28 1.69 -1.77
H -1.02 3.11 -0.04
H -2.41 2.13 -0.24
H -2.04 2.90 -2.91
H -0.96 4.05 -2.11
H -3.18 4.98 -2.62
H -2.94 5.01 -0.93
H -3.94 3.65 -1.65
H 1.62 -1.38 0.35
H 2.19 0.01 -0.56
H 1.15 -0.54 -2.58
H 0.16 -1.76 -1.92
H 2.07 -3.29 -1.58
H 3.22 -2.01 -2.10
H 2.10 -2.03 -4.36
H 1.09 -3.37 -3.87
H 2.80 -3.56 -3.90

Atom charges from the Löwdin analysis, given in e for atoms 1 to 2: -0.797 -0.103

---

No. 3
Computed, not measured: N2 as an isolated structure at a distorted geometry, with ωB97M-V with the def2-TZVPD basis set.

Summary:
* strongest force on any atom: 0.2697 hartree/bohr
* energy: -2970.0738 eV
* orbital gap: 8.606 eV
* energy above the lowest of the compared OMol25 structures with the same formula, charge and spin: 1061.8 kJ/mol
* multiplicity: 1
* HOMO level: -11.68 eV

Geometry (Å):
N 0.00 0.00 0.91
N 0.00 0.00 -0.91

In elementary charge units, the Löwdin charges are: 0.000 0.000

---

No. 4
Computed, not measured: C14H21BN2O2S as an isolated structure at a distorted geometry, with ωB97M-V with the def2-TZVPD basis set.

Summary:
* strongest force on any atom: 0.0369 hartree/bohr
* energy: -33446.1953 eV
* orbital gap: 8.172 eV
* energy above the lowest of the compared OMol25 structures with the same formula, charge and spin: 71.4 kJ/mol
* multiplicity: 1
* HOMO level: -8.62 eV

Geometry (Å):
C 0.86 -4.38 0.27
C 0.05 -3.90 -0.99
C 0.16 -2.37 -1.27
C -1.10 -1.53 -0.78
C -0.58 -0.54 0.28
C -0.19 0.75 0.00
B -0.28 1.32 -1.48
O 0.85 1.45 -2.26
C -1.71 1.76 -2.09
C -2.72 1.96 -0.91
C 0.33 1.57 1.13
C 0.83 3.00 0.90
C 2.30 2.90 0.36
O 3.13 3.92 0.94
C 0.43 1.09 2.41
C 0.02 -0.25 2.74
N 0.05 -0.92 3.90
S -0.57 -2.40 3.58
N -0.87 -2.31 1.96
C -0.49 -1.06 1.64
H 0.17 -4.87 0.98
H 1.25 -3.49 0.78
H 1.71 -5.02 0.00
H -1.02 -4.15 -0.89
H 0.45 -4.46 -1.86
H 0.34 -2.11 -2.33
H 1.05 -2.01 -0.72
H -1.52 -0.99 -1.65
H -1.85 -2.17 -0.28
H 0.69 2.13 -2.94
H -1.63 2.66 -2.73
H -2.15 0.95 -2.71
H -3.66 2.44 -1.24
H -2.96 1.00 -0.44
H -2.26 2.62 -0.14
H 0.25 3.54 0.12
H 0.78 3.59 1.83
H 2.72 1.93 0.69
H 2.25 2.98 -0.74
H 4.04 3.66 0.75
H 0.85 1.74 3.19

Atom charges from the Löwdin analysis, given in e for atoms 1 to 2: -0.117 -0.239